{
  "formula": "C2H4N2O3",
  "method": "ωB97M-V/def2-TZVPD",
  "spin_multiplicity": 1,
  "gap_ev": 11.0,
  "species": ["C", "N", "O", "C", "O", "N", "O", "H", "H", "H", "H"],
  "positions_angstrom": [[-2.51979, -0.45272, -0.05695], [-1.49673, 0.36357, 0.07017], [-0.29831, -0.27227, -0.17974], [0.61329, 0.77155, -0.05700], [0.45079, 1.91616, -0.14642], [1.86588, 0.29048, 0.19011], [2.22053, -0.99533, -0.21340], [-3.43342, 0.22969, 0.08016], [-2.40735, -1.56203, -0.09886], [2.47787, 1.15767, -0.15278], [2.52726, -1.44677, 0.56471]],
  "forces_ev_per_a": [[1.35, 3.02, 1.28], [-3.54, -2.33, -1.16], [0.52, 1.22, 0.79], [0.96, -4.10, -0.32], [-1.25, 3.27, -0.15], [2.32, 2.39, -0.44], [-0.23, 0.69, -1.04], [0.92, -2.02, -0.18], [-0.43, 1.04, -0.40], [-0.77, -3.08, 0.87], [0.14, -0.10, 0.75]],
  "mulliken_charge": [-0.26, -0.39, -0.10, 0.51, -0.45, -0.15, -0.38, 0.27, 0.29, 0.32, 0.35]
}

***

{
  "formula": "C2H4N2O4",
  "method": "ωB97M-V/def2-TZVPD",
  "spin_multiplicity": 1,
  "gap_ev": 10.7,
  "species": ["O", "C", "N", "O", "O", "C", "N", "O", "H", "H", "H", "H"],
  "positions_angstrom": [[-0.71316, 1.13489, -0.20687], [-0.94164, -0.09982, -0.24482], [-2.30271, -0.69404, -0.05671], [-3.34045, 0.29007, 0.27595], [0.17949, -0.82828, -0.15248], [1.32273, -0.02989, -0.23174], [2.41421, -0.63376, 0.04527], [3.50962, 0.51066, 0.23247], [-2.52941, -1.16882, 0.90034], [-2.97999, 1.30155, 0.58301], [1.26126, 1.14044, -0.56361], [4.09716, -0.05899, 0.82704]],
  "forces_ev_per_a": [[-3.47, -2.53, -0.87], [-0.42, 4.69, 2.91], [0.79, 0.76, 2.41], [1.29, 3.89, -0.04], [-0.23, -1.28, -1.03], [1.91, 1.80, -0.56], [0.54, 2.70, 0.73], [-1.15, -3.63, 0.40], [2.13, -0.02, -2.42], [-0.44, -4.23, -1.42], [0.02, -3.44, 1.13], [-0.97, 1.28, -1.25]],
  "mulliken_charge": [-0.60, 0.65, -0.21, -0.42, -0.29, 0.24, -0.32, -0.44, 0.33, 0.35, 0.34, 0.36]
}

***

{
  "formula": "C2H4N2OS",
  "method": "ωB97M-V/def2-TZVPD",
  "spin_multiplicity": 1,
  "gap_ev": 10.5,
  "species": ["H", "N", "C", "N", "S", "C", "O", "H", "H", "H"],
  "positions_angstrom": [[2.28348, -0.53028, 0.04325], [1.79894, -1.41460, 0.01288], [0.54348, -1.22928, -0.01469], [-0.18023, -0.00246, -0.00339], [-1.87958, -0.04912, -0.07614], [0.44130, 1.23962, -0.01807], [1.62860, 1.40406, 0.01568], [-0.14314, -2.08225, -0.05467], [-2.10740, -0.07471, 1.27161], [-0.22802, 2.09811, -0.03736]],
  "forces_ev_per_a": [[0.31, 0.31, 0.03], [-1.25, -0.02, -0.04], [0.67, -0.62, 0.01], [0.07, 0.26, -0.17], [-0.08, -0.03, 0.62], [0.14, 0.00, 0.17], [0.57, -0.09, -0.04], [0.16, 0.22, 0.02], [0.00, 0.00, -0.54], [-0.59, -0.02, -0.07]],
  "mulliken_charge": [0.33, -0.68, 0.13, -0.15, -0.15, 0.14, -0.55, 0.37, 0.16, 0.39]
}

***

{
  "formula": "C2H4N2OS",
  "method": "ωB97M-V/def2-TZVPD",
  "spin_multiplicity": 1,
  "gap_ev": 8.6,
  "species": ["N", "C", "S", "N", "C", "O", "H", "H", "H", "H"],
  "positions_angstrom": [[1.76048, -1.12022, 0.13807], [0.66970, -0.27326, -0.03994], [0.72572, 1.34307, -0.09466], [-0.52432, -1.01595, -0.09670], [-1.74730, -0.53964, -0.12928], [-1.95710, 0.51554, 0.35213], [2.76866, -0.79720, -0.07654], [1.64861, -1.88408, 0.97811], [-0.15665, -1.84582, -0.70857], [-2.40277, -1.25580, -0.76974]],
  "forces_ev_per_a": [[1.23, -2.09, 1.74], [0.47, 0.77, 1.40], [0.67, 0.28, -0.42], [5.93, -4.30, -2.13], [-1.72, -1.02, -1.98], [-2.24, 1.53, 0.81], [-2.74, -0.35, 0.87], [0.46, 2.60, -3.03], [-2.13, 1.38, 1.58], [0.07, 1.20, 1.16]],
  "mulliken_charge": [-0.50, 0.21, -0.28, -0.25, 0.19, -0.46, 0.26, 0.27, 0.33, 0.23]
}

***

{
  "formula": "C2H4N2OS",
  "method": "ωB97M-V/def2-TZVPD",
  "spin_multiplicity": 1,
  "gap_ev": 9.8,
  "species": ["H", "N", "C", "N", "O", "C", "S", "H", "H", "H"],
  "positions_angstrom": [[-2.08374, -1.66914, 0.17753], [-2.39552, -0.77213, -0.18124], [-1.47235, 0.08159, -0.05424], [-0.20652, -0.10041, 0.51106], [0.65479, 0.95281, 0.10046], [1.93238, 0.63186, -0.10489], [2.62499, -0.81070, -0.02419], [-1.64822, 1.09492, -0.44285], [0.19860, -1.00495, 0.27898], [2.39558, 1.59615, -0.26063]],
  "forces_ev_per_a": [[-0.13, -0.41, 0.11], [0.46, 0.11, 0.27], [-0.52, 0.81, -0.86], [-0.24, -0.07, -0.03], [-0.25, -0.52, 0.05], [-0.62, 0.51, 0.43], [0.15, -0.27, -0.10], [0.17, -0.22, 0.37], [0.41, 0.07, 0.04], [0.55, -0.01, -0.28]],
  "mulliken_charge": [0.23, -0.55, 0.06, -0.34, -0.10, 0.12, -0.37, 0.37, 0.27, 0.32]
}

***

{
  "formula": "C2H4N2OS",
  "method": "ωB97M-V/def2-TZVPD",
  "spin_multiplicity": 1,
  "gap_ev": 9.0,
  "species": ["H", "N", "C", "N", "O", "C", "S", "H", "H", "H"],
  "positions_angstrom": [[0.21897, 1.09538, -2.13147], [-0.27132, 1.63765, -1.35102], [-0.55644, 1.17101, -0.17831], [-0.30612, -0.27906, 0.16073], [-0.92953, -0.46015, 1.32413], [0.78117, -0.95864, -0.00059], [1.27598, -2.33051, 0.82533], [-1.23103, 1.71598, 0.48125], [-0.49292, -1.31878, 1.56568], [1.51124, -0.27289, -0.69574]],
  "forces_ev_per_a": [[-0.83, 0.36, 2.08], [-0.06, -0.47, 1.51], [1.29, -1.50, -5.09], [-1.14, 4.11, 0.08], [-1.49, -1.99, 1.89], [4.61, 0.96, -2.32], [-0.75, 1.16, -0.64], [0.52, -0.38, 0.32], [-0.55, 0.01, 0.98], [-1.61, -2.27, 1.17]],
  "mulliken_charge": [0.28, -0.55, 0.05, 0.19, -0.37, 0.01, -0.40, 0.39, 0.24, 0.15]
}

***

{
  "formula": "C2H4N2OS",
  "method": "ωB97M-V/def2-TZVPD",
  "spin_multiplicity": 1,
  "gap_ev": 8.9,
  "species": ["N", "N", "C", "C", "O", "S", "H", "H", "H", "H"],
  "positions_angstrom": [[1.23800, -0.97339, 0.93455], [-0.02189, -1.27771, 0.80767], [-0.80202, -0.56511, 0.03392], [-0.47063, 0.70165, -0.56739], [-1.46146, 1.28177, -1.22482], [0.98684, 1.43394, -0.61908], [1.70690, -0.17518, 0.48284], [1.72189, -1.67560, 1.51712], [-1.81390, -0.91109, 0.08457], [-1.08375, 2.16073, -1.44938]],
  "forces_ev_per_a": [[0.69, -1.60, 1.30], [0.33, 0.58, -0.92], [0.15, 0.28, 0.95], [-0.01, -1.18, -0.23], [-0.59, 0.75, 0.03], [1.01, 0.76, 0.05], [-0.40, -0.39, 0.17], [-0.19, 1.04, -0.65], [-0.49, 0.15, -0.44], [-0.50, -0.39, -0.26]],
  "mulliken_charge": [-0.08, -0.41, -0.24, 0.60, -0.39, -0.54, 0.15, 0.23, 0.36, 0.31]
}

***

{
  "formula": "C2H4N2OS2",
  "method": "ωB97M-V/def2-TZVPD",
  "spin_multiplicity": 1,
  "gap_ev": 8.9,
  "species": ["N", "C", "O", "S", "N", "C", "S", "H", "H", "H", "H"],
  "positions_angstrom": [[-2.34977, -1.03893, -0.03912], [-1.33970, -0.12455, -0.02218], [-1.53069, 1.07445, -0.01699], [0.29292, -0.89170, 0.03502], [1.12834, 0.61003, 0.01883], [2.45413, 0.64140, 0.00137], [3.45032, -0.67215, -0.02499], [-2.19128, -2.03566, -0.00669], [-3.27577, -0.67131, 0.02506], [0.52166, 1.43834, 0.05234], [2.83985, 1.67008, -0.02265]],
  "forces_ev_per_a": [[0.79, 0.05, -0.05], [-0.38, -0.21, 0.17], [0.36, -0.27, -0.04], [-0.02, 0.44, -0.06], [-0.63, -0.07, 0.07], [0.54, 0.10, -0.15], [-0.42, 0.37, 0.04], [-0.03, 0.28, 0.00], [-0.37, 0.01, -0.01], [0.26, -0.38, -0.05], [-0.09, -0.32, 0.07]],
  "mulliken_charge": [-0.39, 0.67, -0.62, -0.09, -0.14, -0.04, -0.37, 0.19, 0.24, 0.27, 0.29]
}

***

Results for molar mass: 104.1; 120.1; 104.1; 104.1; 104.1; 104.1; 104.1; 136.2 (in g/mol, following the order of the records).
Results for relative energy (zero: lowest compared OMol25 entry of this formula, charge and spin): 120.89; 127.63; 38.93; 48.52; 79.93; 99.73; 52.42; 0.00 (in kcal/mol, following the order of the records).
Results for total energy: -413.69905; -488.86983; -661.52349; -661.50820; -661.45816; -661.42660; -661.50199; -1059.74327 (in Eh, following the order of the records).